1.
{
  "formula": "C21H56O21S7",
  "method": "ωB97M-V/def2-TZVPD",
  "charge": 0,
  "homo_ev": -10.85,
  "orbital_gap_ev": 10.63,
  "smiles": "CCOS(C)(=O)=O.CCOS(C)(=O)=O.CCOS(C)(=O)=O.CCOS(C)(=O)=O.CCOS(C)(=O)=O.CCOS(C)(=O)=O.CCOS(C)(=O)=O",
  "relative_energy_kj_mol": 90.68,
  "e_tot_ev": -141525.78411,
  "lumo_energy_ev": -0.2,
  "species": ["S", "S", "S", "S", "S", "S", "S", "O", "O", "O", "O", "O", "O", "O", "O", "O", "O", "O", "O", "O", "O", "O", "O", "O", "O", "O", "O", "O", "C", "C", "C", "C", "C", "C", "C", "C", "C", "C", "C", "C", "C", "C", "C", "C", "C", "C", "C", "C", "C", "H", "H", "H", "H", "H", "H", "H", "H", "H", "H", "H", "H", "H", "H", "H", "H", "H", "H", "H", "H", "H", "H", "H", "H", "H", "H", "H", "H", "H", "H", "H", "H", "H", "H", "H", "H", "H", "H", "H", "H", "H", "H", "H", "H", "H", "H", "H", "H", "H", "H", "H", "H", "H", "H", "H", "H"],
  "xyz": [[-2.240, -5.509, -2.140], [4.445, 1.534, -4.726], [-4.319, -1.702, -3.635], [-0.619, 4.390, 0.422], [-5.815, -1.855, 0.995], [6.887, 2.170, 5.781], [0.164, -1.092, -0.703], [4.531, 1.151, -3.127], [0.605, 3.343, 0.277], [3.057, 1.675, -5.068], [0.616, -1.959, -1.757], [-3.618, -5.138, -1.899], [-0.316, 5.631, -0.250], [7.462, 1.956, 4.469], [-6.185, -1.455, -0.337], [-3.682, -2.440, -4.698], [-1.572, -5.997, -0.738], [-1.811, 3.670, 0.081], [-0.739, -1.603, 0.300], [-1.879, -6.448, -3.166], [5.333, 0.655, -5.446], [-6.800, -2.145, 1.997], [1.457, -0.449, 0.018], [5.327, 1.718, 5.792], [7.530, 1.608, 6.932], [-5.030, -0.410, -4.290], [-4.766, -0.726, 1.580], [-3.595, -1.297, -2.464], [-1.303, -3.973, -2.441], [1.919, 3.907, 0.055], [-4.689, -3.234, 0.862], [-5.438, 0.616, -3.347], [5.133, 0.310, 5.979], [-3.953, -0.075, 0.581], [1.085, 0.700, 2.103], [6.624, 3.965, 5.981], [1.606, -0.576, 1.448], [-0.456, 0.426, -1.403], [4.101, -0.165, -2.780], [-0.678, 4.696, 2.194], [4.463, -0.457, -1.346], [3.699, -0.002, 5.606], [-6.353, 1.511, -4.181], [-3.146, 1.008, 1.318], [-0.838, -5.177, 1.494], [5.090, 3.232, -4.536], [-1.893, -5.204, 0.399], [2.610, 3.008, -0.966], [-5.759, -2.669, -3.171], [-1.466, -3.326, -1.590], [3.020, -0.230, -2.945], [3.314, 0.455, 4.699], [5.437, -0.922, -1.177], [-1.270, 5.605, 2.286], [-6.911, 2.190, -3.533], [6.135, 3.207, -4.250], [-2.983, 0.630, 2.327], [-5.952, 0.176, -2.491], [3.428, -1.058, 5.653], [-4.546, 1.162, -3.039], [-3.371, -0.818, 0.029], [2.524, 3.913, 0.963], [-2.877, -5.529, 0.758], [3.784, -1.212, -0.948], [6.088, 4.376, 5.129], [-4.114, -3.234, 1.784], [3.665, 3.282, -1.034], [0.214, 0.606, -2.242], [-6.537, -2.085, -2.683], [-5.829, 2.120, -4.919], [-2.150, 1.109, 0.889], [5.782, -0.228, 5.280], [4.433, 3.735, -3.835], [5.883, 4.025, 6.779], [-4.625, 0.344, -0.170], [1.331, 0.673, 3.166], [-1.490, 0.256, -1.710], [-3.699, 1.940, 1.306], [2.549, 1.958, -0.676], [-0.490, 1.263, -0.711], [-0.240, -4.165, -2.538], [7.596, 4.394, 6.187], [1.070, -1.474, 1.750], [1.836, 4.912, -0.353], [-7.040, 0.929, -4.795], [-4.111, -3.106, -0.048], [-5.315, -4.124, 0.805], [4.468, 0.471, -0.775], [-1.706, -3.666, -3.404], [2.176, 3.087, -1.963], [-1.320, -4.708, 2.351], [-1.168, 3.856, 2.676], [4.936, 3.648, -5.530], [4.527, -0.918, -3.453], [1.519, 1.519, 1.541], [-5.437, -3.415, -2.446], [0.322, 4.895, 2.572], [3.107, 0.381, 6.449], [2.668, -0.673, 1.673], [0.007, -4.537, 1.243], [5.366, -0.056, 6.977], [-2.127, -4.157, 0.177], [-0.480, -6.180, 1.722], [-6.173, -3.147, -4.054], [-0.007, 0.726, 2.089]]
}

***

2.
{
  "formula": "C29H27N4O11Tc",
  "method": "ωB97M-V/def2-TZVPD",
  "charge": 1,
  "homo_ev": [-11.97, -11.99],
  "orbital_gap_ev": [7.66, 7.13],
  "relative_energy_kj_mol": 46.25,
  "spin_multiplicity": 4,
  "e_tot_ev": -61191.13446,
  "lumo_energy_ev": [-4.3, -4.9],
  "species": ["Tc", "O", "O", "O", "O", "O", "O", "O", "O", "O", "O", "O", "N", "N", "N", "N", "C", "C", "C", "C", "C", "C", "C", "C", "C", "C", "C", "C", "C", "C", "C", "C", "C", "C", "C", "C", "C", "C", "C", "C", "C", "C", "C", "C", "C", "H", "H", "H", "H", "H", "H", "H", "H", "H", "H", "H", "H", "H", "H", "H", "H", "H", "H", "H", "H", "H", "H", "H", "H", "H", "H", "H"],
  "xyz": [[0.135, 0.060, 0.999], [-0.382, 0.917, -2.907], [1.169, -3.201, -4.489], [-1.872, -0.280, 0.866], [-0.974, 3.039, 6.578], [-0.183, 1.094, -0.732], [-0.262, -0.928, 4.843], [0.103, -1.001, 2.657], [-1.325, 0.830, 6.458], [0.026, -1.265, -4.631], [3.143, -1.192, 0.744], [1.905, 0.678, 0.988], [-0.248, 1.618, 2.344], [0.546, -1.384, -0.364], [1.261, -2.937, -1.678], [-0.684, 3.235, 3.753], [1.019, -2.646, -0.410], [-1.054, 2.010, 5.931], [-3.492, -0.239, -3.525], [1.393, -3.485, 0.810], [-2.670, 0.235, 0.030], [3.099, 0.008, 0.871], [-0.850, 2.058, 4.474], [-3.115, -1.853, -1.356], [0.747, -2.198, -3.976], [-0.229, 3.851, 1.292], [5.374, 2.982, 1.021], [-3.438, 0.421, -2.276], [5.466, 0.233, 1.270], [4.178, 2.314, 0.848], [-3.307, -2.212, -5.059], [-0.212, -0.385, 3.751], [-0.506, 1.076, 3.601], [6.637, 0.965, 1.398], [6.574, 2.324, 1.240], [0.887, -1.904, -2.516], [0.453, -0.932, -1.684], [-0.351, 2.930, 2.468], [-3.374, -1.660, -3.675], [4.265, 0.902, 1.077], [-3.108, -0.440, -1.192], [-0.072, 0.437, -1.851], [-3.021, -2.719, -0.167], [-3.498, 1.924, -2.088], [-3.251, -2.473, -2.553], [2.507, -3.416, 0.963], [5.447, -0.822, 1.266], [-2.628, -1.619, -5.690], [5.418, 4.091, 0.812], [-2.869, -3.239, -5.098], [1.614, -3.842, -1.966], [-3.000, 1.223, 0.253], [-0.300, 4.887, 1.559], [-1.001, 0.112, 5.862], [-2.508, 2.317, -1.670], [0.718, 3.747, 0.743], [-3.693, 0.308, -4.413], [-0.903, 4.157, 4.097], [7.597, 0.481, 1.691], [-4.271, 2.149, -1.386], [7.458, 2.945, 1.274], [-3.261, -3.537, -2.636], [0.854, -3.170, 1.611], [-3.989, -2.761, 0.404], [-4.281, -2.266, -5.592], [-3.804, 2.504, -2.950], [1.086, -4.529, 0.671], [3.236, 2.722, 0.538], [-2.988, -3.771, -0.508], [-2.213, -2.554, 0.525], [-0.953, 3.538, 0.553], [-0.178, -0.466, -4.099]]
}

***

3.
{
  "formula": "C4H8Cl2N2",
  "method": "ωB97M-V/def2-TZVPD",
  "charge": 0,
  "homo_ev": -8.64,
  "orbital_gap_ev": 9.41,
  "relative_energy_kj_mol": 223.99,
  "e_tot_ev": -32300.07607,
  "lumo_energy_ev": 0.8,
  "species": ["Cl", "Cl", "N", "N", "C", "C", "C", "C", "H", "H", "H", "H", "H", "H", "H", "H"],
  "xyz": [[-0.551, 2.661, 0.090], [3.439, -0.123, -0.337], [-0.145, -0.681, 0.189], [-1.386, -0.413, -0.270], [2.039, 0.016, 0.760], [0.704, 0.231, 0.019], [-2.287, -1.564, -0.137], [0.713, 1.608, -0.530], [1.893, -0.940, 1.218], [0.568, 1.652, -1.688], [1.895, 2.066, -0.043], [-2.726, -1.689, 0.817], [2.410, 0.615, 1.595], [-3.142, -1.421, -0.876], [-1.667, -2.490, -0.303], [-1.758, 0.471, -0.504]]
}

***

4.
{
  "formula": "C29H33N4O4PdS",
  "method": "ωB97M-V/def2-TZVPD",
  "charge": -1,
  "homo_ev": -3.95,
  "orbital_gap_ev": 5.78,
  "relative_energy_kj_mol": 0.00,
  "e_tot_ev": -59076.74761,
  "lumo_energy_ev": 1.8,
  "species": ["Pd", "S", "O", "O", "O", "O", "N", "N", "N", "N", "C", "C", "C", "C", "C", "C", "C", "C", "C", "C", "C", "C", "C", "C", "C", "C", "C", "C", "C", "C", "C", "C", "C", "C", "C", "C", "C", "C", "C", "H", "H", "H", "H", "H", "H", "H", "H", "H", "H", "H", "H", "H", "H", "H", "H", "H", "H", "H", "H", "H", "H", "H", "H", "H", "H", "H", "H", "H", "H", "H", "H", "H"],
  "xyz": [[0.785, -1.822, 0.689], [0.799, -2.257, -1.628], [-3.598, 1.223, 0.955], [1.375, -3.970, 1.474], [-1.427, -0.165, 0.965], [0.819, 0.739, -5.461], [-0.397, 0.122, -1.636], [0.458, -1.288, 2.622], [0.733, -0.522, -3.589], [-0.229, -0.124, 2.978], [-3.732, 3.069, 2.402], [3.964, -0.881, -0.949], [-2.031, 3.468, 4.055], [-3.224, 3.829, 3.439], [0.135, 0.211, -4.613], [2.724, -5.206, 2.935], [-3.049, 1.934, 1.959], [-1.964, 1.253, -5.382], [4.343, 0.601, 1.022], [1.892, -4.075, 2.627], [3.515, -0.568, 0.474], [-2.128, -0.797, -4.122], [-3.509, -0.754, -4.241], [3.054, -4.503, 5.225], [0.325, -0.767, -2.285], [-4.116, 0.299, -4.912], [-1.360, 2.338, 3.620], [-3.344, 1.300, -5.487], [0.949, -1.907, 3.639], [-1.880, 3.518, -2.560], [-1.103, 0.321, 2.117], [-1.889, 2.095, -2.018], [3.276, -5.406, 4.170], [-1.357, 0.218, -4.681], [2.280, -3.398, 4.967], [-1.841, 1.555, 2.573], [1.713, -3.130, 3.705], [2.034, -0.220, 0.613], [-0.466, 1.563, -1.875], [-2.377, 2.073, -1.043], [1.880, 0.254, 1.580], [0.137, 1.822, -2.747], [-1.631, 4.061, 4.867], [-0.435, 2.027, 4.087], [-3.766, 4.708, 3.771], [3.692, -0.059, -1.622], [0.011, 2.035, -1.011], [-1.341, 2.019, -5.824], [0.754, -1.424, 4.597], [5.416, 0.409, 0.930], [-4.663, 3.326, 1.914], [1.637, -0.909, -3.817], [-4.108, -1.538, -3.799], [1.719, 0.489, -0.157], [2.090, -2.684, 5.764], [2.889, -5.908, 2.126], [-0.622, -0.150, -0.662], [3.476, -4.674, 6.206], [3.509, -1.796, -1.324], [-2.916, 0.509, 0.762], [-1.357, 4.197, -1.882], [4.117, 0.781, 2.075], [3.898, -6.281, 4.337], [-2.896, 3.896, -2.685], [-2.466, 1.441, -2.672], [3.719, -1.444, 1.099], [-5.195, 0.337, -4.991], [-1.664, -1.622, -3.597], [-1.381, 3.569, -3.532], [4.117, 1.520, 0.471], [5.050, -0.998, -0.995], [-3.819, 2.117, -6.015]]
}

***

5.
{
  "formula": "C4H8S",
  "method": "ωB97M-V/def2-TZVPD",
  "charge": 0,
  "homo_ev": -8.73,
  "orbital_gap_ev": 9.60,
  "smiles": "CC[C@@H]1CS1",
  "relative_energy_kj_mol": 290.72,
  "e_tot_ev": -15109.37254,
  "lumo_energy_ev": 0.9,
  "species": ["S", "C", "C", "C", "C", "H", "H", "H", "H", "H", "H", "H", "H"],
  "xyz": [[-2.011, -1.094, -1.070], [-0.491, -0.996, -0.207], [1.047, 0.856, 0.942], [-0.392, 0.243, 0.654], [-0.175, -0.567, -1.430], [0.542, -1.084, -2.087], [1.644, 0.806, 0.122], [1.117, 1.832, 1.430], [1.534, 0.060, 1.472], [-1.219, 0.437, 1.500], [-0.851, 0.824, -0.090], [-0.314, -1.996, 0.368], [-0.431, 0.681, -1.605]]
}

***

6.
{
  "formula": "HNOS2",
  "method": "ωB97M-V/def2-TZVPD",
  "charge": 0,
  "homo_ev": [-9.58, -9.64],
  "orbital_gap_ev": [4.77, 4.83],
  "relative_energy_kj_mol": 352.05,
  "e_tot_ev": -25218.24411,
  "lumo_energy_ev": [-4.8, -4.8],
  "species": ["S", "S", "O", "N", "H"],
  "xyz": [[1.897, 0.941, 0.076], [-1.144, 0.076, 0.353], [-0.406, -1.072, -0.187], [-2.621, 0.117, 0.321], [2.273, -0.062, -0.563]]
}